Entry from the OMol25 dataset: a structure of composition C4H4ClO3S at a distorted geometry (ωB97M-V with the def2-TZVPD basis set).

Last column: Mulliken charge in e.
Element x y z (Å)
C  -2.519  0.888  -0.898  0.71
C  0.899  -1.003  -0.037  -0.68
C  1.160  -0.366  1.320  -0.32
C  -0.771  0.529  -0.209  0.00
O  -3.026  1.611  -0.104  -0.55
O  -2.650  0.126  -1.801  -0.53
O  -0.389  -0.633  -0.605  -0.20
S  0.018  1.085  1.236  -0.04
Cl  1.429  1.591  -1.499  -0.68
H  1.622  -0.794  -0.876  0.32
H  0.896  -2.081  0.064  0.34
H  1.011  -1.055  2.176  0.37
H  2.320  0.101  1.233  0.25

Output
Total charge: -1
Energy above the lowest of the compared OMol25 structures with the same formula, charge and spin, kJ/mol: 25.9
Multiplicity: 1
HOMO-LUMO gap, eV: 7.499
E, eV: -33713.1638
E_HOMO, eV: -4.419



Entry from the OMol25 dataset: a structure of composition C34H41BIN9O2PtS (ωB97M-V with the def2-TZVPD basis set).

Last column: Löwdin spin population.
Element x y z (Å)
Pt  0.229  -0.385  0.375  1.45
C  2.672  1.932  -0.437  0.01
C  2.793  1.490  -1.892  0.00
C  4.022  0.609  -2.132  0.00
C  1.548  0.849  -2.434  0.02
C  1.119  0.916  -3.773  0.03
C  -0.087  0.248  -3.804  0.00
N  -0.362  -0.180  -2.568  0.00
N  0.644  0.176  -1.721  0.06
B  -1.699  -0.775  -2.056  0.00
N  -1.481  -2.120  -1.371  0.00
C  -1.937  -3.291  -1.835  0.00
C  -1.504  -4.284  -0.997  0.00
C  -0.763  -3.640  0.007  0.01
N  -0.754  -2.317  -0.235  0.12
C  -0.173  -4.437  1.149  0.00
C  0.820  -3.761  2.079  0.00
C  -1.307  -5.063  1.972  0.00
N  -2.326  0.287  -1.113  0.05
C  -3.409  1.042  -1.344  0.01
C  -3.417  2.066  -0.423  0.12
C  -2.271  1.857  0.385  0.08
N  -1.641  0.763  -0.049  0.10
C  -1.867  2.732  1.537  0.00
C  -0.360  2.891  1.706  0.01
C  -2.549  2.291  2.839  0.00
H  3.462  2.645  -0.200  0.00
H  1.712  2.416  -0.251  0.00
H  2.780  1.095  0.254  0.00
H  2.925  2.392  -2.500  0.00
H  4.007  -0.262  -1.480  0.00
H  4.071  0.267  -3.166  0.00
H  4.935  1.162  -1.911  0.00
H  1.643  1.371  -4.597  0.00
H  -0.775  0.063  -4.612  0.00
H  -2.429  -0.933  -2.990  0.00
H  -2.539  -3.329  -2.726  0.00
H  -1.703  -5.339  -1.073  0.00
H  0.357  -5.259  0.653  0.00
H  0.324  -3.082  2.768  0.00
H  1.313  -4.524  2.682  0.00
H  1.576  -3.195  1.547  0.00
H  -1.826  -4.292  2.545  0.00
H  -2.040  -5.571  1.348  0.00
H  -0.900  -5.788  2.678  0.00
H  -4.073  0.816  -2.161  0.00
H  -4.143  2.854  -0.320  0.00
H  -2.269  3.717  1.280  0.00
H  0.154  1.928  1.735  0.01
H  0.067  3.481  0.894  0.00
H  -0.144  3.401  2.645  0.00
H  -2.081  1.394  3.242  0.00
H  -2.459  3.080  3.586  0.00
H  -3.609  2.086  2.689  0.00
S  -1.088  3.056  -2.037  0.56
C  -0.821  4.749  -2.047  0.07
N  -0.456  5.356  -3.209  0.02
C  -0.182  6.676  -3.274  0.00
C  -0.325  7.433  -2.149  0.01
C  -0.754  6.768  -0.993  0.00
N  -0.973  5.465  -0.936  0.02
H  -0.393  4.789  -4.046  0.00
H  0.126  7.061  -4.235  0.00
H  -0.128  8.494  -2.158  0.00
H  -0.910  7.315  -0.070  0.00
C  -1.032  -1.265  5.079  0.00
C  -1.928  -1.477  4.041  0.00
C  -1.539  -1.159  2.755  0.00
N  -0.331  -0.655  2.478  0.07
C  0.531  -0.441  3.477  0.01
C  0.215  -0.734  4.791  0.00
H  -1.303  -1.510  6.097  0.00
H  -2.914  -1.882  4.221  0.00
H  -2.198  -1.307  1.909  0.00
H  1.498  -0.044  3.199  0.00
H  0.942  -0.550  5.570  0.00
I  3.644  -6.970  -2.332  0.18
C  3.592  -5.181  -1.375  0.17
C  4.527  -4.908  -0.355  0.01
C  4.478  -3.700  0.285  0.06
C  3.471  -2.762  -0.046  0.19
C  2.577  -3.018  -1.110  0.05
C  2.619  -4.221  -1.754  0.05
C  3.394  -1.481  0.728  0.02
O  4.501  -0.967  0.888  0.29
O  2.271  -1.052  1.100  0.07
H  5.268  -5.649  -0.091  0.00
H  5.184  -3.442  1.062  0.00
H  1.839  -2.270  -1.373  0.00
H  1.916  -4.456  -2.542  0.00

Output
Total charge: +2
Energy above the lowest of the compared OMol25 structures with the same formula, charge and spin, kJ/mol: 0.0
Multiplicity: 5
HOMO-LUMO gap (spin up / spin down), eV: 6.377 / 5.077
E, eV: -76273.9682
E_HOMO (spin up / spin down), eV: -12.150 / -13.537



Entry from the OMol25 dataset: the molecule C14H23NO3S at a distorted geometry (ωB97M-V with the def2-TZVPD basis set).

Last column: Mulliken charge in e.
Element x y z (Å)
O  3.354  3.174  -0.516  -0.68
S  2.411  2.335  0.132  1.12
O  1.738  2.782  1.303  -0.58
N  1.266  1.869  -0.966  -0.43
C  0.410  0.832  -0.415  -0.04
C  -0.789  0.569  -1.351  -1.80
C  -2.093  0.543  -0.597  0.49
C  -2.816  1.641  -0.431  -0.45
C  -4.112  1.697  0.317  -0.67
C  -4.687  0.304  0.551  -0.74
C  -3.584  -0.626  1.045  -0.90
C  -2.524  -0.787  -0.040  -0.11
C  1.227  -0.421  -0.037  0.63
C  1.928  -1.087  -1.225  -0.79
C  2.710  -2.314  -0.760  -0.79
C  3.766  -1.907  0.261  -0.67
C  3.115  -1.221  1.458  -1.09
C  2.282  -0.021  1.008  -0.39
O  3.160  0.958  0.457  -0.40
H  1.701  1.623  -1.842  0.36
H  0.034  1.281  0.512  0.69
H  -0.813  1.379  -2.081  0.50
H  -0.655  -0.372  -1.886  0.35
H  -2.464  2.581  -0.835  0.37
H  -3.939  2.195  1.277  0.28
H  -4.826  2.312  -0.237  0.38
H  -5.092  -0.086  -0.385  0.33
H  -5.500  0.351  1.277  0.33
H  -3.127  -0.196  1.938  0.32
H  -3.997  -1.601  1.311  0.36
H  -2.923  -1.399  -0.857  0.32
H  -1.657  -1.315  0.362  0.05
H  0.552  -1.144  0.432  0.22
H  2.627  -0.379  -1.677  0.35
H  1.199  -1.380  -1.982  0.24
H  3.187  -2.791  -1.618  0.41
H  2.023  -3.037  -0.312  0.36
H  4.467  -1.210  -0.200  0.32
H  4.323  -2.783  0.598  0.38
H  3.879  -0.875  2.154  0.43
H  2.456  -1.917  1.982  0.39
H  1.784  0.442  1.871  0.59

Output
Energy above the lowest of the compared OMol25 structures with the same formula, charge and spin, kJ/mol: 77.8
SMILES string: O=S1(=O)N[C@@H](CC2=CCCCC2)[C@H]2CCCC[C@H]2O1
Multiplicity: 1
HOMO-LUMO gap, eV: 9.754
E, eV: -33359.3224
E_HOMO, eV: -9.076